Entry from the OMol25 dataset: a structure of composition C42H35Cl2IrNO2P2 (ωB97M-V/def2-TZVPD).

Computed properties:
HOMO (eV): -10.52
ΔE to the lowest compared entry with this formula, charge and spin (kcal/mol): 0.0
Gap between HOMO and LUMO (eV): 6.8
Strongest force on any atom (eV/A): 0.7

Geometry as ORCA input:
```
! wB97M-V def2-TZVPD RIJCOSX def2/J DEFGRID3
* xyz 1 1
Ir -0.17 -0.51 0.24
Cl -0.27 0.33 2.99
C 0.18 2.05 3.25
Cl 0.32 2.95 1.74
H 1.13 2.05 3.77
H -0.61 2.49 3.84
N -0.90 -2.80 -1.42
P -1.87 -1.63 -0.73
C -3.09 -2.40 0.34
C -2.81 -2.55 1.69
C -3.69 -3.22 2.52
C -4.86 -3.75 2.00
C -5.15 -3.61 0.65
C -4.27 -2.93 -0.19
C -2.77 -0.92 -2.13
C -2.21 -1.01 -3.40
C -2.82 -0.41 -4.49
C -4.01 0.28 -4.32
C -4.58 0.38 -3.05
C -3.97 -0.22 -1.97
P 0.71 -2.37 -0.94
C 1.18 -4.01 -0.31
C 2.41 -4.57 -0.62
C 2.73 -5.84 -0.17
C 1.83 -6.54 0.63
C 0.61 -5.97 0.96
C 0.28 -4.71 0.49
C 1.50 -2.09 -2.55
C 1.41 -3.08 -3.51
C 1.95 -2.88 -4.77
C 2.58 -1.68 -5.07
C 2.67 -0.68 -4.11
C 2.13 -0.89 -2.85
H -1.22 -3.71 -1.74
H -1.89 -2.13 2.09
H -3.47 -3.33 3.58
H -5.56 -4.26 2.65
H -6.07 -4.02 0.24
H -4.51 -2.82 -1.24
H -1.27 -1.54 -3.54
H -2.37 -0.49 -5.47
H -4.49 0.75 -5.17
H -5.51 0.92 -2.92
H -4.42 -0.13 -0.99
H 3.12 -4.02 -1.22
H 3.69 -6.28 -0.43
H 2.09 -7.53 0.99
H -0.09 -6.51 1.59
H -0.68 -4.28 0.75
H 0.92 -4.02 -3.29
H 1.88 -3.66 -5.52
H 3.01 -1.52 -6.06
H 3.17 0.25 -4.34
H 2.23 -0.11 -2.10
C -1.20 3.72 -3.21
C -0.38 2.57 -3.21
C -0.50 1.63 -2.23
C -1.45 1.78 -1.19
C -1.61 0.84 -0.13
C -2.62 0.99 0.79
C -3.42 2.16 0.79
C -3.26 3.10 -0.18
C -2.28 2.93 -1.20
C -2.13 3.89 -2.22
H -1.09 4.45 -4.00
H 0.34 2.43 -4.01
H 0.12 0.74 -2.24
H -2.79 0.24 1.55
H -4.18 2.28 1.55
H -3.88 3.98 -0.20
H -2.77 4.77 -2.22
O 2.60 -1.86 -0.11
C 2.72 -0.75 0.45
O 1.71 -0.08 0.85
C 4.06 -0.15 0.65
C 4.17 1.21 0.90
C 5.43 1.78 1.05
C 6.56 0.98 0.96
C 6.44 -0.39 0.72
C 5.19 -0.95 0.56
H 3.28 1.82 0.98
H 5.53 2.84 1.23
H 7.54 1.42 1.08
H 7.33 -1.01 0.66
H 5.08 -2.01 0.36
*
```

Entry from the OMol25 dataset: a structure of composition C42H35N6O3RuS2 (ωB97M-V/def2-TZVPD).

Computed properties:
HOMO (spin up / spin down) (eV): -11.95 / -12.33
ΔE to the lowest compared entry with this formula, charge and spin (kcal/mol): 5.0
Gap between HOMO and LUMO (spin up / spin down) (eV): 6.1 / 5.7
Strongest force on any atom (eV/A): 0.2
<S²>: 0.8261

Geometry as ORCA input:
```
! wB97M-V def2-TZVPD RIJCOSX def2/J DEFGRID3
* xyz 2 2
Ru 0.82 0.79 -0.30
S 5.96 -1.90 -1.37
C 7.57 -2.43 -1.18
C 8.34 -1.50 -0.55
C 7.61 -0.33 -0.21
C 6.30 -0.39 -0.59
C 5.27 0.63 -0.41
C 3.91 0.27 -0.44
N 2.91 1.12 -0.26
C 3.23 2.43 -0.08
C 4.54 2.89 -0.01
C 4.77 4.30 0.20
C 3.74 5.17 0.30
C 2.38 4.72 0.20
C 1.26 5.56 0.25
C -0.01 5.05 0.11
C -0.14 3.66 -0.08
N 0.90 2.85 -0.15
C 2.14 3.36 0.00
C -1.22 5.88 0.16
C -2.41 5.65 -0.46
C -3.36 6.68 -0.22
C -2.86 7.66 0.57
S -1.26 7.34 1.06
C 5.57 1.96 -0.18
H 7.87 -3.39 -1.56
H 9.39 -1.64 -0.34
H 8.05 0.51 0.31
H 3.63 -0.76 -0.61
H 5.79 4.65 0.26
H 3.92 6.22 0.46
H 1.41 6.63 0.38
H -1.11 3.19 -0.18
H -2.60 4.80 -1.10
H -4.35 6.70 -0.64
H -3.36 8.56 0.91
H 6.60 2.29 -0.15
C -8.73 -4.29 -5.29
O -7.35 -3.90 -5.22
C -6.66 -4.14 -4.11
C -7.19 -4.75 -2.97
C -6.38 -4.97 -1.88
C -5.04 -4.53 -1.89
C -4.50 -3.95 -3.06
C -5.30 -3.75 -4.15
N -4.31 -4.83 -0.78
N -3.19 -4.37 -0.49
C -2.75 -3.10 -0.60
C -3.60 -1.97 -0.72
C -3.11 -0.70 -0.71
C -1.72 -0.46 -0.58
O -1.23 0.71 -0.56
C -0.83 -1.60 -0.44
N 0.50 -1.31 -0.32
C 1.33 -2.31 -0.14
C 0.91 -3.65 -0.08
C -0.41 -3.95 -0.23
C -1.33 -2.90 -0.42
H -9.06 -4.00 -6.28
H -9.31 -3.77 -4.53
H -8.82 -5.37 -5.17
H -8.22 -5.07 -2.93
H -6.75 -5.46 -1.00
H -3.46 -3.67 -3.11
H -4.93 -3.32 -5.07
H -4.67 -2.14 -0.79
H -3.77 0.15 -0.78
H 2.38 -2.07 -0.02
H 1.65 -4.42 0.08
H -0.77 -4.97 -0.18
O 0.28 0.73 1.67
C 0.85 1.08 2.71
C 0.08 1.26 3.97
C 0.10 -0.13 4.66
C 1.47 -0.82 4.77
C 2.06 -1.31 3.43
C 2.84 -0.24 2.66
N 2.21 1.10 2.82
H -0.94 1.57 3.76
H 0.56 2.00 4.61
H -0.58 -0.79 4.12
H -0.32 0.00 5.66
H 1.33 -1.69 5.42
H 2.18 -0.18 5.29
H 1.25 -1.68 2.81
H 2.73 -2.15 3.61
H 2.92 -0.48 1.61
H 3.86 -0.13 3.05
H 2.49 1.51 3.70
*
```

Repeat the second record exactly.
Entry from the OMol25 dataset: a structure of composition C42H35N6O3RuS2 (ωB97M-V/def2-TZVPD).

Computed properties:
HOMO (spin up / spin down) (eV): -11.95 / -12.33
ΔE to the lowest compared entry with this formula, charge and spin (kcal/mol): 5.0
Gap between HOMO and LUMO (spin up / spin down) (eV): 6.1 / 5.7
Strongest force on any atom (eV/A): 0.2
<S²>: 0.8261

Geometry as ORCA input:
```
! wB97M-V def2-TZVPD RIJCOSX def2/J DEFGRID3
* xyz 2 2
Ru 0.82 0.79 -0.30
S 5.96 -1.90 -1.37
C 7.57 -2.43 -1.18
C 8.34 -1.50 -0.55
C 7.61 -0.33 -0.21
C 6.30 -0.39 -0.59
C 5.27 0.63 -0.41
C 3.91 0.27 -0.44
N 2.91 1.12 -0.26
C 3.23 2.43 -0.08
C 4.54 2.89 -0.01
C 4.77 4.30 0.20
C 3.74 5.17 0.30
C 2.38 4.72 0.20
C 1.26 5.56 0.25
C -0.01 5.05 0.11
C -0.14 3.66 -0.08
N 0.90 2.85 -0.15
C 2.14 3.36 0.00
C -1.22 5.88 0.16
C -2.41 5.65 -0.46
C -3.36 6.68 -0.22
C -2.86 7.66 0.57
S -1.26 7.34 1.06
C 5.57 1.96 -0.18
H 7.87 -3.39 -1.56
H 9.39 -1.64 -0.34
H 8.05 0.51 0.31
H 3.63 -0.76 -0.61
H 5.79 4.65 0.26
H 3.92 6.22 0.46
H 1.41 6.63 0.38
H -1.11 3.19 -0.18
H -2.60 4.80 -1.10
H -4.35 6.70 -0.64
H -3.36 8.56 0.91
H 6.60 2.29 -0.15
C -8.73 -4.29 -5.29
O -7.35 -3.90 -5.22
C -6.66 -4.14 -4.11
C -7.19 -4.75 -2.97
C -6.38 -4.97 -1.88
C -5.04 -4.53 -1.89
C -4.50 -3.95 -3.06
C -5.30 -3.75 -4.15
N -4.31 -4.83 -0.78
N -3.19 -4.37 -0.49
C -2.75 -3.10 -0.60
C -3.60 -1.97 -0.72
C -3.11 -0.70 -0.71
C -1.72 -0.46 -0.58
O -1.23 0.71 -0.56
C -0.83 -1.60 -0.44
N 0.50 -1.31 -0.32
C 1.33 -2.31 -0.14
C 0.91 -3.65 -0.08
C -0.41 -3.95 -0.23
C -1.33 -2.90 -0.42
H -9.06 -4.00 -6.28
H -9.31 -3.77 -4.53
H -8.82 -5.37 -5.17
H -8.22 -5.07 -2.93
H -6.75 -5.46 -1.00
H -3.46 -3.67 -3.11
H -4.93 -3.32 -5.07
H -4.67 -2.14 -0.79
H -3.77 0.15 -0.78
H 2.38 -2.07 -0.02
H 1.65 -4.42 0.08
H -0.77 -4.97 -0.18
O 0.28 0.73 1.67
C 0.85 1.08 2.71
C 0.08 1.26 3.97
C 0.10 -0.13 4.66
C 1.47 -0.82 4.77
C 2.06 -1.31 3.43
C 2.84 -0.24 2.66
N 2.21 1.10 2.82
H -0.94 1.57 3.76
H 0.56 2.00 4.61
H -0.58 -0.79 4.12
H -0.32 0.00 5.66
H 1.33 -1.69 5.42
H 2.18 -0.18 5.29
H 1.25 -1.68 2.81
H 2.73 -2.15 3.61
H 2.92 -0.48 1.61
H 3.86 -0.13 3.05
H 2.49 1.51 3.70
*
```

Q: Which value of strongest force on any atom does entry 1 give?
A: 0.7 eV/A

Q: What is the strongest force on any atom in the first record?
A: 0.7 eV/A